<a>
C42H29Cl2IIrN5O11P | ωB97M-V with the def2-TZVPD basis set

XYZ file:
```
92
Properties=species:S:1:pos:R:3:lowdin_charge:R:1
Ir -1.431 1.296 -0.389 1.294
I 0.640 -2.415 -2.020 1.667
C 1.778 -4.171 -1.837 -0.482
C 1.873 -5.055 -2.862 -0.084
C 2.658 -6.211 -2.645 -0.026
C 3.285 -6.408 -1.450 0.020
C 3.180 -5.470 -0.391 -0.132
C 3.841 -5.648 0.848 0.029
C 3.742 -4.714 1.839 -0.013
C 2.969 -3.552 1.651 -0.051
C 2.292 -3.349 0.471 -0.279
P 1.293 -1.862 0.236 0.963
C 2.382 -0.446 0.123 -0.351
C 3.219 -0.189 1.209 -0.072
C 4.115 0.867 1.133 -0.030
C 4.174 1.660 -0.001 -0.024
C 3.329 1.409 -1.075 -0.039
C 2.434 0.357 -1.018 -0.114
C -0.202 -1.985 1.212 -0.355
C -0.132 -2.640 2.442 -0.074
C -1.294 -2.818 3.178 -0.037
C -2.511 -2.377 2.693 -0.016
C -2.592 -1.738 1.459 -0.030
C -1.444 -1.534 0.725 -0.140
C 2.398 -4.306 -0.574 -0.207
H 1.380 -4.904 -3.814 0.123
H 2.754 -6.933 -3.444 0.128
H 3.887 -7.294 -1.293 0.135
H 4.439 -6.539 0.994 0.137
H 4.257 -4.855 2.778 0.129
H 2.923 -2.836 2.462 0.106
H 3.168 -0.761 2.122 0.085
H 4.765 1.066 1.975 0.129
H 4.882 2.477 -0.050 0.126
H 3.364 2.036 -1.955 0.122
H 1.768 0.189 -1.854 0.042
H 0.800 -3.002 2.845 0.098
H -1.235 -3.305 4.141 0.129
H -3.408 -2.539 3.275 0.127
H -3.543 -1.398 1.071 0.123
H -1.513 -1.084 -0.266 0.024
Cl -4.437 7.520 1.266 0.719
C -3.817 5.908 1.224 -0.654
C -3.192 5.393 2.374 -0.081
C -2.669 4.128 2.387 -0.564
Cl -1.909 3.529 3.819 0.783
C -2.715 3.302 1.238 -0.365
O -2.190 2.116 1.277 -0.203
C -3.386 3.830 0.097 -0.133
C -3.573 3.056 -1.074 -0.123
O -3.113 1.914 -1.317 -0.146
C -3.934 5.137 0.106 -0.040
H -3.121 6.008 3.261 0.120
H -4.217 3.475 -1.852 0.150
H -4.438 5.516 -0.773 0.125
O 3.518 4.165 5.057 0.101
N 3.043 4.615 4.037 -0.352
O 3.246 5.720 3.586 0.106
C 2.153 3.732 3.273 -0.123
C 1.933 2.437 3.723 0.095
C 1.142 1.624 2.963 -0.085
C 0.603 1.957 1.688 -0.278
O 0.063 1.012 1.008 -0.219
C 0.788 3.332 1.367 -0.067
C 1.540 4.205 2.139 0.096
N 0.127 3.926 0.222 -0.304
O -0.036 3.193 -0.771 -0.049
O -0.229 5.072 0.262 0.162
N 0.798 0.307 3.511 -0.313
O 1.713 -0.465 3.771 0.060
O -0.370 0.071 3.687 0.140
H 2.358 2.102 4.660 0.150
H 1.659 5.238 1.842 0.146
O -4.424 -1.739 -2.043 -0.049
C -4.629 -1.409 -3.408 -0.224
N -3.807 -2.171 -4.312 0.117
C -2.520 -1.920 -4.669 -0.450
O -1.872 -2.667 -5.373 0.086
C -1.854 -0.662 -4.172 -0.129
C -1.117 0.107 -5.067 0.037
C -0.392 1.179 -4.579 0.003
C -0.379 1.427 -3.216 -0.100
N -1.064 0.668 -2.346 -0.136
C -1.809 -0.343 -2.830 -0.185
H -4.797 -2.611 -1.871 0.102
H -4.389 -0.352 -3.496 0.130
H -5.671 -1.555 -3.689 0.141
H -4.162 -3.046 -4.673 0.161
H -1.122 -0.141 -6.120 0.141
H 0.180 1.814 -5.240 0.127
H 0.182 2.246 -2.789 0.105
H -2.378 -0.914 -2.107 0.088
```

Calculated values
total charge = +2
<S²> = 0.758
2S+1 = 2
highest occupied orbital energy (alpha / beta) = -0.450 / -0.450 Eh
Kohn-Sham gap (alpha / beta) = 0.183 / 0.183 Ha


<b>
C42H29Cl2IIrN5O11P | ωB97M-V with the def2-TZVPD basis set

XYZ file:
```
92
Properties=species:S:1:pos:R:3:lowdin_charge:R:1
Ir 1.475 -0.821 0.583 1.288
I -3.118 2.360 -0.267 1.625
C -5.094 2.695 -0.952 -0.478
C -5.705 3.876 -0.675 -0.088
C -7.020 4.063 -1.158 -0.026
C -7.636 3.082 -1.878 0.017
C -6.985 1.855 -2.160 -0.132
C -7.613 0.831 -2.908 0.029
C -6.976 -0.349 -3.171 -0.016
C -5.670 -0.568 -2.699 -0.050
C -5.025 0.405 -1.968 -0.288
P -3.354 0.154 -1.383 0.972
C -2.181 0.140 -2.727 -0.340
C -2.422 -0.769 -3.761 -0.102
C -1.539 -0.839 -4.824 -0.029
C -0.431 -0.004 -4.866 -0.025
C -0.204 0.908 -3.845 -0.050
C -1.074 0.982 -2.771 -0.108
C -3.247 -1.019 -0.067 -0.386
C -4.315 -1.897 0.142 -0.056
C -4.263 -2.788 1.200 -0.033
C -3.169 -2.792 2.052 -0.017
C -2.117 -1.903 1.851 -0.043
C -2.145 -1.020 0.793 -0.121
C -5.669 1.637 -1.684 -0.207
H -5.217 4.658 -0.108 0.122
H -7.526 4.995 -0.948 0.128
H -8.642 3.229 -2.248 0.134
H -8.620 0.999 -3.269 0.136
H -7.469 -1.125 -3.741 0.128
H -5.195 -1.519 -2.905 0.116
H -3.270 -1.438 -3.744 0.090
H -1.723 -1.546 -5.622 0.129
H 0.251 -0.056 -5.704 0.124
H 0.648 1.571 -3.893 0.117
H -0.882 1.704 -1.989 0.055
H -5.180 -1.898 -0.504 0.106
H -5.080 -3.480 1.353 0.124
H -3.133 -3.487 2.879 0.126
H -1.265 -1.907 2.518 0.119
H -1.310 -0.339 0.669 0.064
Cl 6.354 -5.376 3.173 0.715
C 4.984 -4.568 2.503 -0.658
C 4.138 -5.269 1.626 -0.084
C 3.042 -4.659 1.083 -0.565
Cl 2.013 -5.532 0.003 0.761
C 2.722 -3.303 1.358 -0.357
O 1.657 -2.800 0.815 -0.227
C 3.596 -2.608 2.244 -0.121
C 3.395 -1.265 2.668 -0.135
O 2.573 -0.420 2.243 -0.147
C 4.714 -3.271 2.814 -0.049
H 4.356 -6.299 1.379 0.119
H 4.036 -0.916 3.482 0.146
H 5.360 -2.732 3.495 0.122
O 0.732 -5.813 -5.357 0.096
N 1.672 -5.214 -4.877 -0.352
O 2.832 -5.335 -5.202 0.109
C 1.367 -4.243 -3.818 -0.122
C 0.047 -4.068 -3.420 0.101
C -0.201 -3.147 -2.443 -0.058
C 0.772 -2.302 -1.844 -0.277
O 0.358 -1.380 -1.051 -0.198
C 2.100 -2.589 -2.262 -0.065
C 2.390 -3.549 -3.222 0.094
N 3.246 -1.921 -1.676 -0.302
O 3.074 -0.800 -1.154 -0.051
O 4.325 -2.446 -1.730 0.158
N -1.563 -3.053 -1.906 -0.269
O -2.463 -2.753 -2.681 0.023
O -1.712 -3.270 -0.729 0.136
H -0.743 -4.663 -3.856 0.147
H 3.413 -3.737 -3.514 0.145
O 0.308 2.000 4.411 -0.025
C 0.549 3.354 4.116 -0.222
N -0.545 3.973 3.391 0.125
C -0.744 3.925 2.062 -0.472
O -1.737 4.419 1.535 -0.043
C 0.301 3.259 1.215 -0.144
C 0.998 3.994 0.260 0.028
C 1.908 3.329 -0.540 -0.005
C 2.018 1.952 -0.440 -0.079
N 1.283 1.233 0.419 -0.099
C 0.489 1.890 1.278 -0.089
H -0.250 1.928 5.194 0.102
H 1.441 3.380 3.496 0.133
H 0.732 3.940 5.016 0.141
H -1.284 4.427 3.911 0.163
H 0.853 5.063 0.179 0.140
H 2.523 3.861 -1.252 0.125
H 2.683 1.387 -1.077 0.108
H 0.001 1.297 2.042 0.117
```

Calculated values
total charge = +2
<S²> = 0.758
2S+1 = 2
highest occupied orbital energy (alpha / beta) = -0.440 / -0.440 Eh
Kohn-Sham gap (alpha / beta) = 0.174 / 0.174 Ha


Q: Which of them is the least stable? A: <a>.


<a>
C7H10N2O2 | ωB97M-V with the def2-TZVPD basis set

XYZ file:
```
21
Properties=species:S:1:pos:R:3:lowdin_charge:R:1
C -4.698 0.605 0.043 -0.335
C -2.690 -0.617 -0.186 -0.081
C -1.514 -1.009 0.623 -0.187
C -0.688 0.351 0.845 -0.435
C -0.585 -1.955 -0.237 -0.049
C 1.802 1.720 -0.814 -0.069
C 1.585 1.156 0.570 -0.219
N -5.775 0.966 -0.098 0.141
N -3.616 -0.013 0.490 0.108
O -1.184 1.358 1.230 0.146
O 0.604 0.132 0.573 -0.049
H -2.585 -0.854 -1.271 0.151
H -1.803 -1.516 1.521 0.144
H -0.043 -1.366 -0.949 0.068
H -1.170 -2.724 -0.856 0.111
H 0.077 -2.420 0.368 0.036
H 1.016 2.342 -1.081 0.045
H 2.771 2.408 -0.870 0.129
H 1.979 0.948 -1.549 0.070
H 1.227 1.984 1.309 0.155
H 2.476 0.655 0.941 0.119
```

Calculated values
total charge = 0
highest occupied orbital energy = -0.375 Eh
SMILES = CCOC(=O)[C@H](C)/C=N/C#N
Kohn-Sham gap = 0.367 Ha


<b>
C7H10N2O2 | ωB97M-V with the def2-TZVPD basis set

XYZ file:
```
21
Properties=species:S:1:pos:R:3:lowdin_charge:R:1
C -0.864 -0.346 -0.609 -0.212
C -1.113 -0.457 0.656 0.026
C 1.478 -1.077 0.015 -0.532
C 0.896 1.389 0.166 -0.504
C 0.460 -0.007 -0.025 -0.104
C -1.420 -0.549 -1.965 -0.005
C -1.573 -0.709 1.996 -0.039
N 2.752 -0.676 0.050 0.159
N -0.034 2.362 -0.184 0.171
O 1.132 -2.249 -0.040 0.040
O 1.952 1.663 0.623 0.068
H -2.475 -0.801 -2.087 0.090
H -0.781 -1.163 -2.572 0.089
H -1.467 0.436 -2.342 0.055
H -1.782 -1.694 2.252 0.056
H -2.587 -0.192 2.305 0.129
H -0.881 -0.315 2.739 0.090
H 3.011 0.321 0.148 0.088
H 3.516 -1.418 0.007 0.152
H -0.621 2.157 -0.912 0.042
H 0.400 3.324 -0.221 0.140
```

Calculated values
total charge = 0
highest occupied orbital energy = -0.340 Eh
SMILES = CC1=C(C)C1(C(N)=O)C(N)=O
Kohn-Sham gap = 0.366 Ha


Q: Which of them is the least stable? A: <a>.


<a>
C21H31O4Rh | ωB97M-V with the def2-TZVPD basis set

XYZ file:
```
57
Properties=species:S:1:pos:R:3:lowdin_charge:R:1
O 0.562 0.324 -8.014 -0.104
C 0.363 1.628 -8.599 -0.167
C 0.119 1.036 -9.983 -0.080
H 1.252 2.256 -8.502 0.114
H -0.486 2.149 -8.150 0.112
C 0.337 -0.334 -9.309 -0.567
H 0.857 1.293 -10.738 0.110
H -0.878 1.190 -10.387 0.110
C 1.574 -1.080 -9.747 -0.023
H 2.440 -0.420 -9.755 0.088
H 1.444 -1.490 -10.749 0.090
H 1.783 -1.905 -9.067 0.087
C -0.881 -1.224 -9.246 -0.024
H -1.751 -0.665 -8.907 0.087
H -0.715 -2.047 -8.551 0.086
H -1.103 -1.646 -10.227 0.090
Rh 0.000 0.000 0.000 1.175
C -1.958 -0.491 1.246 -0.172
C -1.660 0.872 1.420 -0.160
C -1.836 1.510 0.169 -0.149
H -1.326 1.346 2.325 0.098
C -2.246 0.540 -0.762 -0.152
C -2.303 -0.703 -0.110 -0.159
H -2.558 -1.648 -0.560 0.108
H -1.918 -1.243 2.013 0.107
H -1.641 2.546 -0.033 0.113
H -2.434 0.713 -1.808 0.105
C 1.106 -1.439 1.549 -0.162
C 0.336 -2.237 0.670 -0.177
C 0.865 -2.103 -0.628 -0.165
H -0.510 -2.844 0.940 0.105
C 1.984 -1.239 -0.541 -0.141
C 2.133 -0.845 0.797 -0.145
H 2.850 -0.135 1.164 0.113
H 0.935 -1.302 2.603 0.106
H 0.507 -2.605 -1.510 0.102
H 2.583 -0.888 -1.363 0.115
O 0.325 0.599 -2.142 -0.279
C -0.046 -0.281 -3.225 -0.189
C -0.358 0.622 -4.401 -0.151
H -0.887 -0.888 -2.900 0.109
H 0.798 -0.941 -3.434 0.122
C 0.567 1.806 -4.147 -0.150
H -1.400 0.942 -4.369 0.115
H -0.185 0.130 -5.355 0.105
C 0.498 1.953 -2.644 -0.157
H 0.256 2.713 -4.660 0.117
H 1.583 1.570 -4.463 0.121
H -0.361 2.545 -2.328 0.121
H 1.384 2.362 -2.175 0.121
C 1.282 1.762 2.665 -0.042
C 1.500 2.261 1.274 -0.573
O 2.186 3.371 1.133 -0.062
O 1.068 1.655 0.174 -0.223
H 2.263 1.578 3.151 0.100
H 0.715 0.830 2.691 0.023
H 0.729 2.524 3.252 0.099
```

Calculated values
total charge = 0
<S²> = 6.016
2S+1 = 5
highest occupied orbital energy (alpha / beta) = -0.262 / -0.308 Eh
Kohn-Sham gap (alpha / beta) = 0.283 / 0.294 Ha


<b>
C21H31O4Rh | ωB97M-V with the def2-TZVPD basis set

XYZ file:
```
57
Properties=species:S:1:pos:R:3:lowdin_charge:R:1
O -0.370 0.321 -3.713 -0.145
C -0.309 1.552 -4.481 -0.157
C -0.102 0.840 -5.813 -0.084
H 0.567 2.148 -4.206 0.113
H -1.247 2.131 -4.414 0.127
C -0.144 -0.431 -4.944 -0.578
H 0.892 0.951 -6.241 0.106
H -0.903 0.943 -6.545 0.116
C 1.217 -1.086 -5.060 -0.023
H 2.007 -0.347 -4.868 0.094
H 1.301 -1.388 -6.113 0.094
H 1.348 -1.984 -4.437 0.089
C -1.322 -1.344 -5.204 -0.015
H -2.247 -0.757 -5.079 0.096
H -1.297 -2.210 -4.523 0.091
H -1.230 -1.688 -6.241 0.090
Rh -1.413 1.180 2.179 1.235
C -1.916 -0.270 3.510 -0.197
C -2.670 0.958 3.717 -0.211
C -3.341 1.279 2.471 -0.242
H -2.733 1.510 4.655 0.119
C -3.019 0.237 1.514 -0.240
C -2.141 -0.714 2.165 -0.207
H -1.715 -1.640 1.758 0.108
H -1.319 -0.804 4.250 0.111
H -3.941 2.164 2.312 0.111
H -3.325 0.172 0.473 0.116
C 1.294 -2.355 4.427 -0.082
C 0.587 -3.130 3.460 -0.107
C 0.998 -2.679 2.176 -0.102
H -0.127 -3.923 3.649 0.090
C 2.026 -1.696 2.368 -0.043
C 2.087 -1.394 3.743 -0.114
H 2.654 -0.572 4.162 0.095
H 1.273 -2.483 5.503 0.101
H 0.619 -3.031 1.219 0.092
H 2.662 -1.245 1.621 0.104
O 1.574 -0.084 0.235 -0.179
C 0.350 -0.622 -0.375 -0.186
C -0.488 0.544 -0.924 -0.167
H -0.270 -1.270 0.280 0.073
H 0.658 -1.243 -1.224 0.119
C 0.670 1.472 -1.367 -0.157
H -1.101 1.014 -0.111 0.060
H -1.136 0.254 -1.767 0.106
C 1.690 1.293 -0.216 -0.164
H 0.294 2.459 -1.608 0.111
H 1.152 1.090 -2.273 0.093
H 1.471 2.026 0.612 0.104
H 2.730 1.347 -0.572 0.122
C 0.931 1.542 4.846 -0.032
C 1.349 2.075 3.510 -0.672
O 2.471 2.536 3.351 0.038
O 0.467 2.163 2.525 -0.221
H 1.741 1.669 5.569 0.086
H 0.708 0.474 4.814 0.038
H 0.040 2.048 5.245 0.080
```

Calculated values
total charge = 0
<S²> = 6.024
2S+1 = 5
highest occupied orbital energy (alpha / beta) = -0.277 / -0.289 Eh
Kohn-Sham gap (alpha / beta) = 0.297 / 0.199 Ha


Q: Which of them is the least stable? A: <b>.